{
  "formula": "C8H28AgN8O6",
  "method": "the ωB97M-V functional and the def2-TZVPD basis",
  "total_charge": 1,
  "lumo_energy_ev": -1.75,
  "largest_force_ev_per_a": 1.37,
  "orbital_gap_ev": 9.92,
  "energy_ha": -1358.04122,
  "species": ["Ag", "C", "C", "O", "H", "H", "H", "H", "H", "H", "C", "C", "O", "H", "H", "H", "H", "H", "H", "C", "O", "N", "N", "H", "H", "H", "H", "C", "O", "N", "N", "H", "H", "H", "H", "C", "O", "N", "N", "H", "H", "H", "H", "C", "O", "N", "N", "H", "H", "H", "H"],
  "coordinates": [[-0.450136, -0.357944, 0.071119], [-0.778500, -2.410719, 3.222916], [0.316113, -1.335114, 3.280385], [0.865399, -1.134644, 1.971790], [-1.749554, -1.907691, 3.161991], [-0.755476, -3.118215, 4.044804], [-0.737058, -2.936328, 2.266467], [1.117578, -1.661243, 3.945379], [-0.107515, -0.414380, 3.677435], [1.812928, -1.275374, 2.023848], [0.735419, 2.765315, 3.602800], [0.894790, 2.560659, 2.114290], [-0.007613, 1.558950, 1.597903], [0.772689, 1.827624, 4.155720], [-0.198900, 3.267509, 3.857329], [1.551745, 3.405241, 3.946953], [1.900502, 2.265085, 1.814758], [0.690297, 3.510655, 1.602010], [-0.851039, 1.748822, 2.025518], [2.010640, -1.893165, -2.053810], [1.439439, -1.796675, -0.966985], [2.869143, -2.923562, -2.311788], [1.829963, -0.985532, -3.057459], [3.119784, -3.553709, -1.574200], [3.259679, -3.053157, -3.226506], [1.963957, -1.253720, -4.015059], [1.177147, -0.249218, -2.827896], [1.449215, 2.224785, -2.112475], [0.425547, 1.550268, -2.018154], [2.160806, 2.653499, -1.024625], [1.886599, 2.667803, -3.329253], [1.765867, 2.281264, -0.171960], [2.624546, 3.542758, -1.012885], [1.343759, 2.380824, -4.122443], [2.705753, 3.235602, -3.438356], [-1.596921, -3.344134, -0.689392], [-1.826169, -2.159163, -0.953971], [-0.587173, -4.061079, -1.269401], [-2.469837, -4.081998, 0.057120], [-0.373390, -4.960090, -0.880710], [-0.075304, -3.682541, -2.039944], [-2.365630, -5.069389, 0.203007], [-3.234040, -3.638981, 0.532059], [-2.870811, 2.136447, -0.937096], [-2.341452, 1.264214, -0.253105], [-4.183599, 2.097091, -1.294278], [-2.161933, 3.232942, -1.354249], [-4.591034, 2.760069, -1.924118], [-4.715315, 1.327864, -0.930883], [-2.499107, 3.870917, -2.053153], [-1.161775, 3.121534, -1.331434]],
  "forces_ev_per_angstrom": [[-0.0271, -0.0498, -0.5118], [-0.4622, 0.7253, -0.7320], [-0.0075, -0.9578, 0.1118], [-0.0153, 0.0602, 0.3855], [-0.0510, -0.1962, 0.4040], [-0.0365, 0.0333, 0.0908], [0.4135, -0.2306, 0.1517], [-0.0130, 0.1063, 0.0598], [0.1753, 0.2198, -0.1587], [0.0138, 0.0124, -0.3013], [0.4333, 0.0731, 0.1208], [-0.5913, 0.0624, -0.4064], [0.2669, 0.6830, 0.5666], [0.1158, -0.0623, -0.0592], [-0.0555, -0.0051, -0.1543], [-0.0915, -0.0337, 0.1371], [0.0466, -0.2452, 0.3452], [0.0265, -0.0315, 0.0139], [-0.2107, -0.1133, -0.3733], [-0.1512, -0.1385, 0.2781], [0.3843, 0.2776, -0.0237], [-0.2525, 0.1694, -0.3264], [0.0258, -0.1806, 0.3327], [-0.1181, -0.0231, 0.0521], [0.2096, -0.0015, 0.0797], [0.0514, 0.1227, -0.0597], [-0.2176, 0.0218, -0.2127], [-0.0462, 1.2017, -0.5947], [0.3149, -0.5953, 0.1256], [-0.4492, -0.8500, 0.0390], [-0.1727, -0.2723, 0.5223], [0.1783, 0.4075, -0.0039], [0.1073, -0.0079, 0.0095], [0.0753, 0.1515, -0.1222], [0.0602, -0.1025, -0.1009], [-0.7262, 0.0442, -1.1623], [0.4550, -0.1538, 0.4605], [-0.6303, -0.0538, 0.8110], [0.2887, -0.1255, 0.4273], [0.2469, -0.0935, -0.3489], [0.1998, 0.1684, 0.1651], [0.0857, 0.0012, -0.0938], [0.0940, 0.2758, -0.0828], [0.2526, 0.2151, -0.2939], [-0.2779, -0.1049, 0.1407], [0.4165, -0.1461, 0.3101], [0.1490, 0.0511, 0.0486], [-0.1201, -0.0026, 0.0306], [-0.1367, 0.0170, -0.1441], [-0.2419, -0.1141, -0.0003], [0.0153, -0.2096, 0.0473]]
}